(1)
8
Properties=species:S:1:pos:R:3:forces:R:3 method="wB97M-V/def2-TZVPD" de_lowest_kj_mol=254.9 gap_ev="7.99 / 7.99" homo_energy_ev="-8.5 / -8.5" charge=0 max_force_ev_per_a=3.92 lumo_ha="-0.0170 / -0.0170" total_energy_ev=-17966.335
O -0.226868 3.224953 0.512551 0.1 -0.8 -0.5
C -0.052417 2.114878 0.229569 -0.6 2.0 1.5
C 0.486442 0.987983 -0.239250 1.0 -1.4 -3.0
N -0.022693 -0.251184 -0.089612 0.3 -1.2 0.3
N -0.927405 -0.522211 0.778250 1.8 3.2 -1.3
S -1.633453 0.536145 1.796504 -0.3 1.1 0.3
H 1.264189 1.045068 -1.143193 -1.8 0.2 2.4
H -0.946861 -1.456648 0.962759 -0.6 -3.2 0.3


(2)
25
Properties=species:S:1:pos:R:3:forces:R:3 method="wB97M-V/def2-TZVPD" spin_multiplicity=2 de_lowest_kj_mol=378.6 gap_ev="5.32 / 4.01" homo_energy_ev="-1.7 / -1.7" charge=-1 max_force_ev_per_a=3.80 lumo_ha="0.1334 / 0.0861" s_squared=0.754 total_energy_ev=-9019.479
C -1.191019 -1.408943 0.244031 -0.5 0.8 -0.7
C 0.272524 -1.187806 -0.369056 -2.0 0.3 2.5
C 0.701123 -1.859116 -1.646905 0.7 -2.0 0.8
C -2.308692 -0.492148 -0.411110 0.8 -1.3 1.0
N -1.766018 0.829914 -0.490892 0.1 -0.9 -0.3
C -2.015722 1.651993 0.519776 -0.3 1.3 -1.2
C -3.124455 1.891505 1.272188 -0.8 -0.1 1.4
C 4.108783 1.599559 0.441017 -1.2 -3.1 -1.8
H -1.573591 -2.447561 0.316613 0.6 0.1 -0.3
H -1.111019 -1.061977 1.288246 0.0 0.0 -0.3
H 0.314551 -0.075855 -0.445908 0.0 -0.7 0.0
H 0.718522 -1.484274 0.611354 1.2 -0.1 -1.3
H 0.466398 -3.005019 -1.612878 0.0 2.0 -0.5
H 0.294272 -1.304630 -2.498940 -0.1 -0.6 0.0
H 1.814411 -1.843339 -1.690796 -0.6 0.2 -0.3
H -2.557764 -1.024513 -1.335549 0.0 0.7 -0.7
H -3.196433 -0.709477 0.223800 0.0 0.6 0.0
H 3.495533 0.605086 0.088779 0.8 2.0 1.1
H -1.273633 2.462231 0.580974 0.2 -0.1 0.2
H -3.149659 2.676341 2.030657 0.3 -0.1 -0.2
H 2.386924 -0.424095 0.258209 0.1 -0.1 0.0
H -4.035400 1.297699 1.269068 0.2 -0.2 -0.2
H 4.752477 1.624111 -0.445008 0.4 0.6 0.5
H 4.606948 1.294551 1.364427 -0.1 0.6 -0.2
H 3.370944 2.395754 0.437901 0.3 0.1 0.4


(3)
9
Properties=species:S:1:pos:R:3:forces:R:3 method="wB97M-V/def2-TZVPD" de_lowest_kj_mol=405.2 gap_ev="5.45 / 8.23" homo_energy_ev="-1.7 / -4.1" charge=-1 max_force_ev_per_a=2.06 lumo_ha="0.1382 / 0.1509" total_energy_ev=-17520.828
C -1.435146 -0.064280 0.423073 -1.3 -1.5 -0.1
N -0.568566 -0.882720 -0.398046 0.8 1.0 -0.5
O 2.253300 1.521379 -0.601452 -0.1 -0.7 0.5
O 3.382618 -0.661192 -0.354613 -0.3 0.0 0.2
S 2.320073 0.233208 0.141448 -0.3 0.6 -0.8
H -1.601435 0.984799 0.412364 0.8 1.6 -1.0
H -2.475300 -0.411490 0.268760 -0.2 -0.2 -0.1
H -1.339321 -0.221112 1.481921 0.7 -0.6 0.7
H -0.536225 -0.498594 -1.373453 -0.1 -0.2 1.1


(4)
91
Properties=species:S:1:pos:R:3:forces:R:3 method="wB97M-V/def2-TZVPD" de_lowest_kj_mol=1243.5 gap_ev=9.98 homo_energy_ev=-9.4 charge=0 smiles=C1CCOC1.C1CCOC1.C1CCOC1.C1CCOC1.C1CCOC1.C1CCOC1.C1CCOC1 max_force_ev_per_a=13.12 lumo_ha=0.0223 total_energy_ev=-44260.586
C -3.950802 -0.849956 2.844121 -1.3 2.2 -0.8
C -2.562802 -1.225956 2.303121 0.4 1.8 11.0
C -2.288802 -2.584956 2.885121 -2.4 0.1 -0.8
O -3.144802 -2.645956 3.990121 -1.4 -0.6 0.7
C -4.394802 -2.069956 3.532121 2.8 -2.5 -3.5
H -4.741802 -0.513956 2.045121 1.6 -0.4 1.4
H -3.787802 -0.061956 3.602121 -0.5 0.0 -0.6
H -1.941802 -0.420956 2.842121 -0.1 -1.4 -1.5
H -2.539802 -1.231956 1.400121 0.7 0.5 -10.8
H -1.378802 -2.802956 3.233121 4.0 0.1 1.6
H -2.346802 -3.420956 2.181121 -1.2 0.0 -0.4
H -5.015802 -1.954956 4.325121 -2.1 0.0 2.1
H -4.707802 -2.719956 2.644121 -0.6 0.2 1.6
C 4.350198 -2.814956 -0.652879 4.0 1.9 3.0
C 4.515198 -1.316956 -0.342879 -2.3 1.3 -0.2
C 5.725198 -1.280956 0.820121 -3.1 0.8 -4.9
O 5.545198 -2.548956 1.236121 1.7 -2.9 3.8
C 5.439198 -3.516956 0.216121 0.2 8.6 -3.9
H 4.586198 -2.967956 -1.588879 1.2 -0.8 -5.1
H 3.428198 -3.132956 -0.560879 -4.7 -1.7 1.2
H 3.356198 -1.021956 0.027121 3.4 0.0 -0.6
H 4.757198 -0.752956 -1.318879 -0.4 -0.5 1.7
H 5.437198 -0.431956 1.478121 0.9 -1.1 0.1
H 6.600198 -1.202956 0.136121 0.1 0.6 1.1
H 5.268198 -4.417956 0.435121 -1.8 -6.8 3.2
H 6.271198 -3.618956 -0.499879 0.7 0.7 0.7
C 1.679198 1.125044 1.798121 -4.0 4.4 -1.1
C 2.262198 1.828044 2.959121 3.7 0.6 -3.3
C 2.784198 3.230044 2.437121 -3.5 -1.8 0.8
O 3.005198 2.860044 1.135121 0.4 2.1 -2.6
C 1.875198 2.159044 0.651121 -0.6 0.7 -1.3
H 0.593198 1.059044 1.801121 -0.1 -0.9 0.6
H 2.160198 0.285044 1.623121 1.9 -4.2 -1.0
H 3.068198 1.220044 3.305121 1.2 -0.2 0.1
H 1.827198 2.044044 3.779121 -4.5 0.8 5.5
H 3.651198 3.455044 2.953121 2.0 0.8 0.6
H 1.966198 4.058044 2.667121 1.5 -1.4 -1.0
H 2.124198 1.848044 -0.449879 -0.4 0.1 2.2
H 0.859198 2.818044 0.549121 2.4 -1.0 0.4
C 0.819198 -5.874956 -0.612879 -1.0 -3.2 -1.3
C -0.180802 -6.853956 0.205121 1.2 1.0 -3.2
C -1.336802 -5.983956 0.565121 0.5 -0.1 -1.4
O -0.639802 -4.624956 0.625121 -2.7 -1.2 1.2
C 0.102198 -4.536956 -0.538879 4.4 -0.9 1.3
H 1.000198 -6.435956 -1.586879 -0.3 1.5 0.6
H 1.791198 -5.841956 -0.155879 0.3 0.0 0.5
H 0.399198 -6.950956 1.058121 0.7 -1.6 1.8
H -0.508802 -7.729956 -0.415879 0.8 0.5 1.1
H -1.541802 -6.460956 1.572121 -1.2 1.8 -1.0
H -2.101802 -6.139956 -0.375879 1.1 1.1 2.8
H 1.052198 -3.875956 -0.399879 -2.5 0.1 -0.4
H -0.485802 -4.455956 -1.381879 -1.3 1.2 -2.0
C 0.085198 -1.079956 -2.016879 0.6 -2.7 -0.7
C -0.420802 0.102044 -2.794879 3.2 2.2 0.6
C -1.320802 0.856044 -1.816879 1.3 2.2 -1.4
O -1.844802 -0.205956 -1.144879 0.0 -1.0 2.9
C -0.690802 -0.982956 -0.732879 -1.4 -0.8 3.1
H 1.227198 -1.194956 -1.933879 -1.8 0.3 0.0
H -0.351802 -1.958956 -2.594879 1.0 0.5 1.0
H -0.851802 -0.145956 -3.702879 -1.7 -0.8 -1.4
H 0.460198 0.628044 -3.168879 0.0 0.7 0.4
H -2.165802 1.207044 -2.397879 0.0 1.1 0.2
H -0.699802 1.805044 -1.201879 -1.9 -2.9 -1.3
H -1.083802 -1.914956 -0.153879 0.6 1.1 -1.8
H -0.221802 -0.466956 0.157121 0.2 0.1 -1.2
C -2.700802 3.406044 0.363121 -0.6 2.1 0.1
C -3.442802 4.647044 1.011121 0.3 -2.6 1.6
C -3.625802 4.114044 2.414121 3.1 2.1 3.1
O -2.616802 3.105044 2.574121 0.0 -1.1 0.3
C -2.693802 2.295044 1.362121 -10.9 6.8 2.7
H -1.690802 3.805044 0.138121 -0.4 -0.8 -0.1
H -3.282802 3.276044 -0.476879 -0.5 -1.0 -2.5
H -4.442802 4.859044 0.788121 -1.3 0.3 -1.8
H -2.830802 5.477044 0.894121 0.9 1.7 0.2
H -4.566802 3.667044 2.584121 -1.3 -0.4 0.0
H -3.441802 4.923044 3.325121 -0.5 -2.0 -2.3
H -3.603802 1.502044 1.459121 1.3 2.3 -0.6
H -2.012802 1.734044 1.257121 10.1 -7.3 -0.9
C 0.198198 4.065044 -3.196879 1.8 -0.9 1.2
C -0.041802 3.201044 -4.481879 2.0 0.6 -1.2
C -0.712802 4.285044 -5.402879 -1.6 -0.1 2.9
O -0.083802 5.531044 -5.014879 -1.6 -0.7 -1.9
C 0.557198 5.422044 -3.783879 -1.2 0.5 0.1
H 1.187198 3.930044 -2.644879 -1.3 -1.2 -0.4
H -0.609802 4.066044 -2.394879 0.7 0.1 -1.4
H -0.599802 2.263044 -4.518879 -0.2 0.3 0.8
H 1.030198 2.883044 -4.910879 -2.2 0.9 0.7
H -1.934802 4.237044 -5.299879 2.8 0.5 0.3
H -0.573802 4.140044 -6.415879 0.6 -0.3 -2.1
H 0.106198 6.146044 -3.128879 0.2 0.8 0.4
H 1.608198 5.680044 -3.973879 0.0 -0.6 0.5


(5)
21
Properties=species:S:1:pos:R:3:forces:R:3 method="wB97M-V/def2-TZVPD" de_lowest_kj_mol=160.3 gap_ev=8.96 homo_energy_ev=-8.0 charge=0 smiles="C=C(F)N(C)C(=C)CC" max_force_ev_per_a=4.37 lumo_ha=0.0354 total_energy_ev=-11658.525
C -2.109978 -1.676585 0.250094 2.2 -2.3 0.9
C -1.964010 -0.404521 0.143660 0.8 3.7 -0.2
F -3.057178 0.297034 -0.320675 1.1 0.2 0.5
N -0.814739 0.488401 0.454642 -3.5 0.4 -1.8
C -0.861666 1.801623 -0.231841 -0.3 1.2 2.8
C 0.432161 -0.020352 0.711416 1.5 -1.1 1.2
C 0.553357 -1.067303 1.550476 -3.5 2.5 -0.6
C 1.679631 0.540211 0.046523 0.1 -0.8 -1.2
C 1.826057 -0.175181 -1.364183 1.8 -0.1 0.0
H -3.043976 -2.113582 -0.022747 -0.2 -0.4 -0.1
H -1.172348 -2.195059 0.610761 -1.8 0.1 -0.6
H -1.873078 2.295142 -0.298640 1.2 -0.8 0.4
H -0.088035 2.467537 0.243714 -1.4 -0.4 0.3
H -0.425573 1.755943 -1.149216 0.6 -0.5 -3.3
H -0.336894 -1.291583 2.125541 0.2 -0.4 0.0
H 1.416153 -1.500809 1.797034 3.3 -1.5 0.8
H 1.680461 1.612188 -0.162969 -0.1 -0.2 0.5
H 2.513280 0.308847 0.723079 -0.1 0.2 -0.4
H 2.247503 0.513895 -2.177233 -0.9 -0.9 1.1
H 2.556580 -1.065127 -1.325767 -1.2 1.3 0.1
H 0.842292 -0.570715 -1.603668 0.1 0.1 -0.5


(6)
94
Properties=species:S:1:pos:R:3:forces:R:3 method="wB97M-V/def2-TZVPD" gap_ev=0.84 homo_energy_ev=-12.3 charge=+2 max_force_ev_per_a=9.10 lumo_ha=-0.4217 total_energy_ev=-105311.809
C 2.775567 -2.099803 -0.147908 -0.1 -0.3 -1.2
C 1.539680 -2.762601 -0.936773 -1.8 -3.0 1.8
O 0.970891 -3.732781 -0.365854 1.6 3.7 -2.1
O 0.992032 -2.340397 -2.189535 2.4 -0.2 2.1
C 2.008845 -2.044427 -3.192547 0.6 0.2 -2.4
C 1.976937 -0.523198 -3.740239 -0.3 0.1 0.4
C 0.617551 0.267011 -3.435232 0.2 1.0 -0.2
C 0.840170 1.359356 -2.251484 -0.7 0.0 -1.4
C -0.568663 1.942439 -1.722594 0.6 -0.8 1.0
C -0.789595 1.386709 -0.211872 -0.3 1.5 -0.5
S -0.937308 -0.483132 -0.341836 -0.1 0.3 0.1
C -2.558384 -1.077613 0.384758 -0.2 -1.2 1.5
C -2.774647 -2.576112 -0.155040 -0.2 0.2 -0.7
C -3.625815 -2.650717 -1.506601 0.2 0.1 -0.4
C -2.843051 -2.143264 -2.814387 -0.3 -0.9 -0.5
N -3.325309 -0.790712 -3.292465 0.8 -0.1 0.9
H 3.726043 -2.615341 -0.543976 -1.4 1.0 0.5
H 2.694653 -2.385624 0.953046 -0.2 0.5 -1.6
H 2.835605 -0.976344 -0.332484 0.1 -1.5 0.2
H 1.762848 -2.707442 -4.104694 0.2 0.8 1.6
H 3.068862 -2.358326 -2.883172 -1.7 0.7 -0.1
H 2.822498 0.060125 -3.236578 -1.0 -0.8 -0.9
H 2.111557 -0.503598 -4.883571 0.1 -0.3 1.9
H -0.285491 -0.392629 -3.223908 1.3 0.6 -0.1
H 0.351166 0.871829 -4.379723 0.3 -0.9 1.4
H 1.418517 2.223511 -2.739835 -0.6 -1.3 1.0
H 1.470768 0.901747 -1.419437 -0.8 0.7 -0.9
H -1.443338 1.575121 -2.354156 1.2 0.6 0.6
H -0.555714 3.088254 -1.685038 -0.2 -1.7 0.0
H 0.130761 1.659091 0.396207 -1.4 -0.5 -0.5
H -1.752005 1.820201 0.250914 1.6 -0.9 -0.4
H 0.026035 -1.029455 0.524735 -1.2 0.7 -0.4
H -3.426987 -0.371762 0.182755 1.4 -0.7 0.0
H -2.398771 -1.131912 1.510224 -0.3 0.4 -1.5
H -1.732403 -3.016720 -0.369147 -1.6 0.3 0.5
H -3.308534 -3.218261 0.638267 1.0 1.2 -1.0
H -3.923877 -3.739323 -1.660592 0.5 1.4 0.2
H -4.611980 -2.055909 -1.469511 1.4 -0.8 0.3
H -3.074490 -2.895144 -3.656817 0.4 1.2 1.2
H -1.709707 -2.151290 -2.689474 -1.4 -0.1 0.1
H -2.519471 -0.297550 -3.722008 -0.9 -0.3 0.3
H -3.629192 -0.229280 -2.474765 0.3 -0.4 -0.8
C 7.104280 -1.714028 -2.818189 0.1 -0.3 -0.4
C 7.173744 -0.222478 -2.583586 0.2 0.3 0.3
C 5.721615 0.185816 -2.718101 -0.3 0.2 -0.2
O 4.926250 -0.931277 -2.282668 0.5 0.0 0.0
C 5.790133 -2.075415 -2.158397 -0.2 -0.1 0.3
H 7.952214 -2.262800 -2.406230 -0.1 0.0 0.0
H 7.052370 -1.919726 -3.892060 0.0 0.0 0.1
H 7.525481 -0.022463 -1.566261 0.0 0.0 -0.1
H 7.829560 0.301407 -3.280233 -0.1 0.0 0.0
H 5.464303 0.392802 -3.762238 0.0 0.1 0.0
H 5.476060 1.064803 -2.117256 -0.1 -0.1 0.0
H 5.927725 -2.276538 -1.089931 0.1 -0.1 0.0
H 5.314259 -2.944867 -2.619067 -0.1 0.1 0.0
N -3.948989 2.452041 4.561204 0.8 -0.1 -0.4
S -5.243289 2.301705 3.672788 -4.9 0.0 -0.8
O -5.547273 0.979797 3.175389 1.3 0.8 0.3
O -5.583411 3.405549 2.807321 1.3 -0.7 0.5
F -6.348338 2.457766 4.805946 1.1 0.0 0.1
S -2.637424 2.270649 3.717209 2.9 -0.1 -0.9
O -1.453129 2.078826 4.526696 -1.3 0.4 0.2
O -2.444145 3.122162 2.567124 -0.7 -0.4 0.8
F -2.800308 0.827266 3.058275 -0.2 0.0 0.0
C 0.819312 3.162391 6.437126 -0.2 0.3 -0.8
O 0.978338 2.929107 7.845570 1.7 -1.6 -2.3
P 1.491277 1.324995 8.226000 -3.2 -0.8 8.5
O 0.317102 1.135230 9.176006 0.5 0.1 -1.6
O 2.811049 1.923330 9.034841 0.9 1.0 -0.1
C 2.763214 3.174547 9.653270 0.1 -1.0 0.8
O 2.091858 -0.261191 8.442102 0.3 1.4 -3.8
C 2.271648 -0.742234 9.769475 0.2 0.0 1.1
H 0.475763 4.186814 6.287159 0.0 -0.1 0.1
H 1.775393 3.027465 5.924643 -0.1 0.1 -0.1
H 0.077381 2.475228 6.026649 0.0 0.2 -0.1
H 1.798493 3.356735 10.143785 -0.3 0.0 0.0
H 2.971237 3.960388 8.904310 0.1 0.4 -0.8
H 3.551378 3.204506 10.418040 0.1 -0.2 -0.1
H 1.349309 -0.688477 10.348861 0.0 0.2 -0.2
H 3.069650 -0.197403 10.276066 -0.1 0.0 0.0
H 2.563742 -1.792554 9.702295 0.0 0.2 -0.4
C -4.788468 -0.022550 -8.624099 0.1 0.0 -0.1
C -4.210748 -0.293051 -7.263541 0.3 0.1 -0.1
O -3.010099 -0.206984 -7.030827 -0.2 -0.1 0.2
N -5.068335 -0.645797 -6.263361 0.1 0.1 -0.2
C -6.502096 -0.799405 -6.337700 0.3 -0.1 0.2
H -3.988102 0.245700 -9.313228 0.0 -0.1 0.2
H -5.286529 -0.917220 -9.004085 -0.1 0.1 0.0
H -5.493869 0.809815 -8.572496 -0.1 -0.1 -0.1
H -4.608257 -0.812679 -5.374550 0.0 0.0 0.2
H -6.958891 -0.107883 -5.625111 -0.2 -0.1 0.0
H -6.753256 -1.824472 -6.054042 -0.2 0.1 0.0
H -6.887999 -0.596783 -7.333912 0.1 0.0 0.1
Mg 2.782581 5.666684 9.875325 -0.2 -0.2 0.0


Please write out number 5 again, unchanged.
21
Properties=species:S:1:pos:R:3:forces:R:3 method="wB97M-V/def2-TZVPD" de_lowest_kj_mol=160.3 gap_ev=8.96 homo_energy_ev=-8.0 charge=0 smiles="C=C(F)N(C)C(=C)CC" max_force_ev_per_a=4.37 lumo_ha=0.0354 total_energy_ev=-11658.525
C -2.109978 -1.676585 0.250094 2.2 -2.3 0.9
C -1.964010 -0.404521 0.143660 0.8 3.7 -0.2
F -3.057178 0.297034 -0.320675 1.1 0.2 0.5
N -0.814739 0.488401 0.454642 -3.5 0.4 -1.8
C -0.861666 1.801623 -0.231841 -0.3 1.2 2.8
C 0.432161 -0.020352 0.711416 1.5 -1.1 1.2
C 0.553357 -1.067303 1.550476 -3.5 2.5 -0.6
C 1.679631 0.540211 0.046523 0.1 -0.8 -1.2
C 1.826057 -0.175181 -1.364183 1.8 -0.1 0.0
H -3.043976 -2.113582 -0.022747 -0.2 -0.4 -0.1
H -1.172348 -2.195059 0.610761 -1.8 0.1 -0.6
H -1.873078 2.295142 -0.298640 1.2 -0.8 0.4
H -0.088035 2.467537 0.243714 -1.4 -0.4 0.3
H -0.425573 1.755943 -1.149216 0.6 -0.5 -3.3
H -0.336894 -1.291583 2.125541 0.2 -0.4 0.0
H 1.416153 -1.500809 1.797034 3.3 -1.5 0.8
H 1.680461 1.612188 -0.162969 -0.1 -0.2 0.5
H 2.513280 0.308847 0.723079 -0.1 0.2 -0.4
H 2.247503 0.513895 -2.177233 -0.9 -0.9 1.1
H 2.556580 -1.065127 -1.325767 -1.2 1.3 0.1
H 0.842292 -0.570715 -1.603668 0.1 0.1 -0.5